(1)
The following is a DFT calculation (ωB97M-V/def2-TZVPD) of a molecular structure, BrO2S2.

Geometry as XYZ:
```
5
Properties=species:S:1:pos:R:3:forces:R:3:mulliken_charge:R:1
O 0.265 0.673 -1.212 -0.984 -1.847 1.114 -0.451
O 0.266 0.593 1.196 -0.687 -0.696 0.035 -0.430
S 0.249 -2.099 0.025 -0.377 1.680 -0.265 -0.289
S -0.060 -0.124 -0.015 0.797 0.810 -0.867 0.702
Br -2.963 -0.066 -0.006 1.251 0.052 -0.017 -0.533
```
Forces are in eV/Å.

The total charge is -1. As for the lowest unoccupied orbital energy (alpha / beta): 2.13 / 2.13 eV. The relative energy (zero: lowest compared OMol25 entry of this formula, charge and spin) is 2.0 kcal per mole. For the HOMO-LUMO gap (alpha / beta), the calculation gives 0.26825 / 0.26823 Eh. The value obtained for the highest occupied orbital energy (alpha / beta) is -0.1900 / -0.1900 Eh.


(2)
The following is a DFT calculation (ωB97M-V/def2-TZVPD) of a molecular structure, BrO3S.

Geometry as XYZ:
```
5
Properties=species:S:1:pos:R:3:forces:R:3:mulliken_charge:R:1
O 0.717 -2.012 -0.531 -1.056 3.734 0.871 -0.595
O -1.066 0.336 -1.114 2.113 0.620 1.218 -0.460
O 1.206 1.027 -0.043 -0.256 0.419 -0.759 -0.436
S 0.074 0.155 -0.193 -0.670 -4.539 -1.541 0.759
Br -0.932 0.495 1.881 -0.131 -0.234 0.211 -0.269
```
Forces are in eV/Å.

The total charge is -1. As for the lowest unoccupied orbital energy (alpha / beta): 2.56 / 2.57 eV. The relative energy (zero: lowest compared OMol25 entry of this formula, charge and spin) is 110.8 kcal per mole. For the HOMO-LUMO gap (alpha / beta), the calculation gives 0.29304 / 0.29345 Eh. The value obtained for the highest occupied orbital energy (alpha / beta) is -0.1990 / -0.1989 Eh.


(3)
The following is a DFT calculation (ωB97M-V/def2-TZVPD) of a gas-phase ion, BrO3S (charge -1).

Geometry as XYZ:
```
5
Properties=species:S:1:pos:R:3:forces:R:3:mulliken_charge:R:1
O 0.664 -0.764 1.192 -0.292 0.277 -0.260 -0.512
S 0.329 0.004 0.016 -0.245 -0.156 -0.467 0.946
O 0.528 -0.651 -1.257 0.109 0.182 0.407 -0.516
O 0.612 1.419 0.060 -0.156 -0.346 0.104 -0.513
Br -2.133 -0.009 -0.011 0.584 0.043 0.215 -0.405
```
Forces are in eV/Å.

The total charge is -1. As for the lowest unoccupied orbital energy: 3.69 eV. The relative energy (zero: lowest compared OMol25 entry of this formula, charge and spin) is 0.9 kcal per mole. As for the SMILES: O=S(=O)([O-])Br. For the HOMO-LUMO gap, the calculation gives 0.34270 Eh. The value obtained for the highest occupied orbital energy is -0.2071 Eh.


(4)
The following is a DFT calculation (ωB97M-V/def2-TZVPD) of 2 unconnected molecules or ions with the total composition BrO4S.

Geometry as XYZ:
```
6
Properties=species:S:1:pos:R:3:forces:R:3:mulliken_charge:R:1
O -0.938 -1.399 0.703 -1.372 0.498 1.193 -0.495
O -0.009 -1.280 -1.492 0.310 1.798 1.360 -0.536
O 1.311 -0.526 0.497 -0.345 0.684 -0.454 -0.496
O -0.681 1.553 -0.357 -0.598 -3.504 -1.196 -0.597
S 0.023 -0.745 -0.115 0.756 -0.952 -2.448 1.162
Br 0.294 2.396 0.764 1.250 1.477 1.544 -0.038
```
Forces are in eV/Å.

The total charge is -1. As for the lowest unoccupied orbital energy: 3.22 eV. The relative energy (zero: lowest compared OMol25 entry of this formula, charge and spin) is 41.2 kcal per mole. For the HOMO-LUMO gap, the calculation gives 0.29061 Eh. The value obtained for the highest occupied orbital energy is -0.1724 Eh.


(5)
The following is a DFT calculation (ωB97M-V/def2-TZVPD) of a molecular structure, BrTi.

Geometry as XYZ:
```
2
Properties=species:S:1:pos:R:3:forces:R:3:mulliken_charge:R:1
Ti -0.732 0.537 0.589 -2.779 2.042 2.242 0.341
Br 0.732 -0.537 -0.589 2.779 -2.042 -2.242 -0.341
```
Forces are in eV/Å.

The total charge is 0. The expectation value of S² is 3.757. As for the lowest unoccupied orbital energy (alpha / beta): -0.26 / -0.12 eV. The relative energy (zero: lowest compared OMol25 entry of this formula, charge and spin) is 7.9 kcal per mole. As for the spin multiplicity: 4. For the HOMO-LUMO gap (alpha / beta), the calculation gives 0.24253 / 0.38220 Eh. The value obtained for the highest occupied orbital energy (alpha / beta) is -0.2522 / -0.3866 Eh.


(6)
The following is a DFT calculation (ωB97M-V/def2-TZVPD) of a molecular structure, BrV.

Geometry as XYZ:
```
2
Properties=species:S:1:pos:R:3:forces:R:3:mulliken_charge:R:1
V -33.990 -11.822 -10.394 2.919 -0.513 2.990 1.033
Br -35.427 -11.570 -11.865 -2.919 0.513 -2.990 -0.033
```
Forces are in eV/Å.

The total charge is +1. The expectation value of S² is 3.779. As for the lowest unoccupied orbital energy (alpha / beta): -6.67 / -6.65 eV. The relative energy (zero: lowest compared OMol25 entry of this formula, charge and spin) is 7.7 kcal per mole. As for the spin multiplicity: 4. For the HOMO-LUMO gap (alpha / beta), the calculation gives 0.31649 / 0.37761 Eh. The value obtained for the highest occupied orbital energy (alpha / beta) is -0.5617 / -0.6222 Eh.


(7)
The following is a DFT calculation (ωB97M-V/def2-TZVPD) of a single C10H10BNO2 molecule.

Geometry as XYZ:
```
24
Properties=species:S:1:pos:R:3:forces:R:3:mulliken_charge:R:1
B -0.725 2.466 0.096 -0.332 -0.164 0.464 0.159
C 1.581 1.843 1.219 0.560 -4.345 -0.121 -0.762
C 2.483 0.823 1.716 -1.018 5.201 -0.413 -0.924
C 0.418 1.536 0.454 2.031 -2.676 0.371 -0.108
C 0.275 -0.048 0.137 -0.345 2.572 -0.101 0.260
C 2.456 -0.485 1.272 -1.940 -2.851 -1.607 0.677
C 1.354 -0.904 0.514 -0.931 0.503 0.168 0.358
C -1.774 0.369 -1.407 -0.906 -3.837 0.099 -0.764
C -2.657 -0.453 -1.990 1.908 -1.159 1.203 -0.695
C -0.908 -0.463 -0.600 2.205 -1.693 1.711 0.766
C -2.406 -1.855 -1.426 1.105 1.466 -1.410 -0.564
N -1.232 -1.764 -0.611 -0.294 1.457 0.396 -0.737
O 3.432 -1.351 1.569 0.523 0.320 1.157 -0.473
O 1.259 -2.191 0.210 2.918 -0.606 0.474 -0.630
H -0.843 3.184 -0.827 0.318 0.378 -0.225 -0.020
H -1.626 2.419 0.870 -0.327 -0.001 0.006 0.000
H 1.900 2.802 1.372 0.363 2.483 0.594 0.493
H 3.425 1.120 2.133 0.252 0.571 0.404 0.277
H -1.754 1.365 -1.384 0.040 3.850 -0.531 0.626
H -3.434 -0.312 -2.660 -1.341 0.772 -1.082 0.519
H -3.339 -2.014 -0.959 -1.004 -0.996 1.257 0.287
H -2.194 -2.632 -2.135 -0.461 -0.429 -0.785 0.392
H 3.942 -1.039 2.368 -0.707 -0.295 -1.234 0.352
H 0.368 -2.417 0.069 -2.617 -0.520 -0.795 0.512
```
Forces are in eV/Å.

The total charge is 0. The expectation value of S² is 2.065. As for the lowest unoccupied orbital energy (alpha / beta): 0.03 / -2.55 eV. As for the spin multiplicity: 3. For the HOMO-LUMO gap (alpha / beta), the calculation gives 0.19485 / 0.20183 Eh. The value obtained for the highest occupied orbital energy (alpha / beta) is -0.1938 / -0.2955 Eh.


(8)
The following is a DFT calculation (ωB97M-V/def2-TZVPD) of a molecular structure, C10H10Br2ClIN2O.

Geometry as XYZ:
```
27
Properties=species:S:1:pos:R:3:forces:R:3:mulliken_charge:R:1
C 1.240 3.282 1.293 0.951 -0.377 0.090 -1.343
C 1.188 2.330 0.086 -0.004 0.471 0.528 0.368
Br 2.871 1.860 -0.733 -0.682 0.361 0.604 -0.085
C 0.039 1.820 -0.366 -0.140 -0.059 -0.231 -0.010
Br -1.559 2.414 0.601 0.825 -0.216 -0.646 -0.083
C -0.164 0.864 -1.574 -1.902 -0.177 0.400 -0.081
I 0.575 1.729 -3.465 -0.595 0.262 0.396 0.329
C -1.671 0.778 -1.814 5.288 0.376 0.683 -0.095
N -2.780 0.747 -1.966 -3.716 -0.159 -0.710 -0.421
C 0.349 -0.667 -1.348 0.198 0.180 -1.370 1.178
Cl 1.820 -0.962 -2.414 -0.318 -0.471 0.574 -0.097
C -0.700 -1.621 -1.914 3.721 3.302 2.131 -0.118
N -1.490 -2.412 -1.993 -2.612 -2.729 -0.881 -0.512
C 0.780 -1.026 0.093 -0.573 -0.859 0.358 -1.151
C -0.377 -1.422 1.060 -0.065 -0.896 1.104 0.132
C -0.639 -2.968 1.171 -0.018 0.444 0.466 -1.317
O -1.602 -0.745 0.799 0.413 0.026 -0.308 -0.400
H 0.801 4.271 1.068 -0.012 -0.623 0.038 0.335
H 0.720 2.805 2.149 0.123 0.430 -0.556 0.381
H 2.285 3.460 1.626 -0.570 -0.193 -0.422 0.366
H 1.396 -0.261 0.595 -0.367 -0.015 -0.814 0.353
H 1.432 -1.921 0.011 -0.418 0.569 -0.004 0.585
H -0.053 -1.106 2.083 0.096 -0.153 -0.699 0.329
H -0.906 -3.159 2.235 0.218 -0.108 -0.679 0.397
H 0.262 -3.563 0.918 -0.596 0.271 0.140 0.324
H -1.506 -3.288 0.563 0.621 0.189 0.012 0.361
H -2.312 -1.237 1.234 0.135 0.156 -0.202 0.273
```
Forces are in eV/Å.

The total charge is 0. As for the lowest unoccupied orbital energy: -0.92 eV. The relative energy (zero: lowest compared OMol25 entry of this formula, charge and spin) is 0.0 kcal per mole. For the HOMO-LUMO gap, the calculation gives 0.31574 Eh. The value obtained for the highest occupied orbital energy is -0.3496 Eh.


| no. | strongest force on any atom (eV/Å) |
| --- | --- |
| 1 | 2.37 |
| 2 | 4.84 |
| 3 | 0.62 |
| 4 | 3.75 |
| 5 | 4.11 |
| 6 | 4.21 |
| 7 | 5.32 |
| 8 | 5.41 |